(1)
# C55H54Cl2F2I2N2O11P2

A cluster of 3 separate species, C55H54Cl2F2I2N2O11P2 in total at a distorted geometry (the ωB97M-V functional and the def2-TZVPD basis, the OMol25 dataset).

**F_max**: 4.3 eV Å⁻¹
**Spin multiplicity**: 1
**E_tot**: -5463.4787 hartree
**Structure (SMILES)**: C/C(I)=C(\I)[C@@](CCCCOC=O)(O[C@@](CCCCl)(CO[C@@](N)(N(C(=O)F)C(=O)F)P(C)C)Cc1ccc(C)cc1)P(O)Cl.O=C1c2ccccc2C(=O)c2ccccc21.O=C1c2ccccc2C(=O)c2ccccc21
**HOMO energy**: -8.289 eV
**Orbital gap**: 7.06 eV

Element x y z (Å)
C 5.3169 -3.5378 -1.8344
C 4.6217 -2.4388 -0.9184
I 5.9143 -1.4385 0.4475
C 3.2822 -2.1946 -0.9950
I 2.2327 -3.4150 -2.4827
C 2.4233 -1.1522 -0.0961
C 3.0041 0.3007 -0.2220
C 3.3833 1.0694 1.0968
C 3.9060 2.5198 0.6482
C 2.7378 3.5199 0.3023
O 2.5643 4.5031 1.3748
C 1.7563 5.5205 0.8599
O 0.9668 6.1008 1.5576
O 1.1414 -1.2993 -0.6942
C 0.0495 -0.4496 -0.5052
C -0.1123 0.4756 -1.8333
C 0.6060 -0.1291 -3.1007
C 0.0568 0.6958 -4.3590
Cl 1.4030 1.1982 -5.4952
C -1.2352 -1.4109 -0.6729
O -2.4700 -0.7361 -0.4418
C -3.5893 -1.3595 -1.0465
N -3.4849 -2.8076 -1.2258
N -4.7677 -1.0130 -0.1528
C -4.5035 0.2448 0.5318
O -4.3335 0.3320 1.7021
F -4.4652 1.4375 -0.1753
C -5.0131 -2.0411 0.8408
O -4.2435 -2.5290 1.5881
F -6.3192 -2.5362 0.8661
P -4.0197 -0.5173 -2.7448
C -4.1790 -1.8311 -4.0900
C -5.7839 0.1786 -2.6311
C -0.1893 0.5166 0.6918
C -0.4246 0.0004 2.1336
C 0.1796 0.8159 3.2380
C 0.0676 0.4163 4.6594
C -0.6519 -0.8043 5.0852
C -0.7154 -1.2201 6.5908
C -1.2878 -1.5952 4.0099
C -1.1622 -1.1774 2.5880
P 2.2432 -1.9489 1.6302
O 3.4656 -1.5659 2.7069
Cl 2.5692 -4.0251 1.2626
H 4.8827 -4.5194 -1.4688
H 6.4146 -3.5952 -1.5682
H 5.1413 -3.3685 -2.9241
H 2.3447 1.0255 -0.7949
H 3.9288 0.2447 -0.8758
H 4.2224 0.6313 1.6905
H 2.5333 1.2633 1.8045
H 4.4683 2.9468 1.5220
H 4.6104 2.4412 -0.2331
H 1.7877 2.9568 0.1011
H 3.0529 4.1244 -0.6039
H 1.7858 5.8068 -0.2334
H -1.1903 0.6586 -2.0868
H 0.3431 1.5028 -1.6517
H 1.7252 -0.0266 -3.0451
H 0.3082 -1.1957 -3.2701
H -0.4806 1.6354 -4.0516
H -0.6688 0.0947 -4.9693
H -1.1102 -2.3723 -0.1002
H -1.2121 -1.7041 -1.7734
H -4.3906 -3.2217 -1.4924
H -2.8746 -3.0588 -2.0108
H -3.2719 -2.4946 -4.1128
H -5.0652 -2.5213 -3.9221
H -4.2565 -1.3720 -5.1196
H -6.1469 0.2120 -3.7069
H -6.4906 -0.5158 -2.0992
H -5.8074 1.2329 -2.2630
H -1.0950 1.1533 0.4322
H 0.6387 1.2895 0.7453
H 0.7760 1.7429 3.0386
H 0.5470 1.0304 5.4670
H -1.3875 -0.5454 7.1813
H -1.0323 -2.3044 6.6354
H 0.3404 -1.1880 6.9898
H -1.8510 -2.5337 4.2566
H -1.6779 -1.8262 1.8476
H 3.1031 -0.9545 3.3763
O 1.8451 8.9167 4.8570
C 1.5556 8.2311 5.8192
C 1.8925 8.6809 7.1938
C 2.5257 9.9073 7.3793
C 2.8093 10.3542 8.6618
C 2.4606 9.5792 9.7647
C 1.8453 8.3489 9.5835
C 1.5649 7.8933 8.2980
C 0.9226 6.5678 8.1149
O 0.6868 5.8582 9.0754
C 0.5678 6.1273 6.7444
C -0.0674 4.9024 6.5608
C -0.4338 4.4953 5.2851
C -0.1672 5.3107 4.1881
C 0.4790 6.5269 4.3643
C 0.8532 6.9369 5.6419
H 2.7941 10.5165 6.5241
H 3.2983 11.3112 8.8043
H 2.6715 9.9352 10.7667
H 1.5804 7.7467 10.4447
H -0.2814 4.2663 7.4120
H -0.9323 3.5422 5.1443
H -0.4617 4.9962 3.1947
H 0.6859 7.1537 3.5082
O -0.9813 -3.8672 -6.4689
C -0.9563 -5.0561 -6.7300
C -0.1865 -5.9988 -5.8813
C 0.4947 -5.5181 -4.7669
C 1.1852 -6.3958 -3.9428
C 1.1965 -7.7587 -4.2288
C 0.5333 -8.2398 -5.3491
C -0.1549 -7.3610 -6.1819
C -0.8460 -7.8828 -7.3868
O -0.7736 -9.0609 -7.6790
C -1.6323 -6.9436 -8.2245
C -2.3157 -7.4250 -9.3381
C -3.0807 -6.5614 -10.1090
C -3.1668 -5.2136 -9.7704
C -2.4759 -4.7272 -8.6696
C -1.7022 -5.5889 -7.8961
H 0.4830 -4.4583 -4.5382
H 1.7118 -6.0178 -3.0705
H 1.7253 -8.4453 -3.5778
H 0.5493 -9.3005 -5.5707
H -2.2557 -8.4742 -9.6028
H -3.6152 -6.9389 -10.9733
H -3.7724 -4.5419 -10.3681
H -2.5439 -3.6764 -8.4128


(2)
# C5H10O2

The molecule C5H10O2 at a distorted geometry (the ωB97M-V functional and the def2-TZVPD basis, the OMol25 dataset).

**F_max**: 1.2 eV Å⁻¹
**Spin multiplicity**: 1
**E_tot**: -346.8271 hartree
**HOMO energy**: -7.221 eV
**Energy above the lowest of the compared OMol25 structures with the same formula, charge and spin**: 124.42 kcal per mole
**Orbital gap**: 7.88 eV

Element x y z (Å)
C -0.7368 -1.9631 -0.2901
C -0.7116 -0.6362 0.4713
O 0.6611 -0.4813 0.9016
C 1.0233 0.8691 1.0741
C 0.9893 1.5752 -0.2969
C -1.1654 0.6218 -0.2388
O 0.0730 0.8673 -1.2612
H -0.2918 -2.7682 0.3017
H -0.1754 -1.9062 -1.2336
H -1.7689 -2.2340 -0.5337
H -1.3631 -0.7341 1.3566
H 2.0503 0.8578 1.4667
H 0.3669 1.3863 1.7846
H 0.6051 2.5971 -0.2395
H 1.9545 1.5435 -0.8048
H -1.9807 0.3989 -0.9267
H 0.4703 0.0061 -1.5314


(3)
# CBr2Cl2S

A structure of composition CBr2Cl2S at a distorted geometry (the ωB97M-V functional and the def2-TZVPD basis, the OMol25 dataset).

**F_max**: 2.1 eV Å⁻¹
**Spin multiplicity**: 1
**E_tot**: -6504.5802 hartree
**HOMO energy (spin up / spin down)**: -8.519 / -9.109 eV
**Energy above the lowest of the compared OMol25 structures with the same formula, charge and spin**: 61.37 kcal per mole
**Orbital gap (spin up / spin down)**: 6.63 / 7.42 eV

Element x y z (Å)
C 0.1016 0.3257 -0.3960
S -0.7639 -1.1442 0.0430
Cl 1.6507 0.3292 -0.7515
Cl 2.5032 -0.7451 1.0754
Br -2.8751 -0.7377 -0.0873
Br -0.6165 1.9721 0.1164


(4)
# C30H50PW

A structure of composition C30H50PW at a distorted geometry (the ωB97M-V functional and the def2-TZVPD basis, the OMol25 dataset).

**Total charge**: +1
**F_max**: 7.4 eV Å⁻¹
**<S²>**: 2.015
**Spin multiplicity**: 3
**E_tot**: -1581.2706 hartree
**HOMO energy (spin up / spin down)**: -10.482 / -10.319 eV
**Energy above the lowest of the compared OMol25 structures with the same formula, charge and spin**: 0.00 kcal per mole
**Orbital gap (spin up / spin down)**: 8.15 / 7.02 eV

Element x y z (Å)
C 1.3233 -2.3458 0.0448
C 1.8717 -1.7111 -1.1289
C 0.9332 -1.8874 -2.2071
C -0.1777 -2.6526 -1.7066
C 0.0453 -2.9034 -0.3081
W -0.0033 -0.7827 -0.6160
C -1.9056 1.0128 -2.2477
C -1.8855 0.4167 -0.8353
H -2.0058 1.1650 -0.0397
C -2.2280 -0.9423 -0.5121
H -2.7453 -1.5624 -1.2487
H -2.4853 -1.1761 0.5268
C -2.7823 2.2741 -2.2590
H -2.3706 3.0420 -1.5950
H -2.8373 2.6914 -3.2691
H -3.7944 2.0245 -1.9230
C -2.4747 0.0396 -3.2820
H -1.8331 -0.8415 -3.4198
H -3.4682 -0.3029 -2.9661
H -2.5789 0.5198 -4.2637
C 3.2581 -1.1809 -1.2578
H 3.5360 -0.5523 -0.4033
H 3.9868 -2.0043 -1.3093
H 3.3696 -0.5787 -2.1646
C 1.1682 -1.5031 -3.6306
H 1.6979 -0.5470 -3.6902
H 1.7676 -2.2656 -4.1510
H 0.2233 -1.3921 -4.1748
C -1.2371 -3.2986 -2.5405
H -1.3357 -2.8130 -3.5173
H -0.9839 -4.3540 -2.7262
H -2.2112 -3.2853 -2.0410
C -0.8065 -3.7451 0.5822
H -1.8484 -3.7488 0.2428
H -0.4454 -4.7842 0.5887
H -0.7857 -3.3819 1.6169
C 2.0641 -2.6341 1.3069
H 1.3787 -2.7379 2.1564
H 2.6165 -3.5821 1.2078
H 2.7965 -1.8558 1.5451
C 0.5568 1.3557 -1.7051
C -0.4727 1.4282 -2.6483
C 1.8900 1.6730 -2.0879
C -0.2046 1.8589 -3.9490
H 0.2609 1.2955 -0.5933
C 2.1494 2.0786 -3.3922
H 2.6826 1.6130 -1.3428
C 1.1023 2.1802 -4.3226
H -1.0257 1.9380 -4.6695
H 3.1640 2.3308 -3.6972
H 1.2965 2.5152 -5.3423
C -1.7093 3.0226 2.0717
C -0.4006 2.3929 2.5567
C -0.3189 2.4140 4.0863
P 0.0184 0.7204 1.8158
C 1.9010 0.7648 1.9224
C 2.4894 2.1036 1.4387
C 2.5007 0.3632 3.2692
C -0.9922 -0.5081 2.8213
C -0.4217 -0.9265 4.1767
C -2.4632 -0.0686 2.9581
H -2.5945 2.4879 2.4354
H -1.7546 3.0970 0.9780
H -1.7590 4.0469 2.4686
H 0.4074 3.0376 2.1839
H -1.1549 1.8878 4.5612
H 0.6200 2.0059 4.4751
H -0.3735 3.4606 4.4170
H 2.1913 -0.0006 1.1814
H 2.4888 2.8568 2.2392
H 3.5369 1.9452 1.1407
H 1.9604 2.5081 0.5664
H 3.5948 0.3098 3.1589
H 2.2863 1.1038 4.0507
H 2.1627 -0.6216 3.6078
H -0.9767 -1.4092 2.1785
H -0.2487 -0.0693 4.8385
H -1.1517 -1.5874 4.6689
H 0.5076 -1.4993 4.0800
H -2.8913 0.3122 2.0233
H -3.0626 -0.9421 3.2561
H -2.5990 0.6910 3.7399


(5)
# C32H79N3O13

A cluster of 8 separate species, C32H79N3O13 in total at a distorted geometry (the ωB97M-V functional and the def2-TZVPD basis, the OMol25 dataset).

**F_max**: 3.9 eV Å⁻¹
**Spin multiplicity**: 1
**E_tot**: -2408.6659 hartree
**Structure (SMILES)**: CC1(C)CCCC(C)(C)N1O.CC1(C)CCCC(C)(C)N1O.COC[C@H](C)N.OCCO.OCCO.OCCO.OCCO.OCCO
**HOMO energy**: -8.180 eV
**Energy above the lowest of the compared OMol25 structures with the same formula, charge and spin**: 127.10 kcal per mole
**Orbital gap**: 8.51 eV

Element x y z (Å)
C 2.1003 0.5563 -1.2938
C 0.9371 0.8957 -2.3373
C 1.5092 1.4868 -3.6442
C 0.1545 -0.3133 -2.7097
C -0.5288 -1.0085 -1.6162
C -1.5044 0.0317 -1.0547
C -0.8732 1.3569 -0.5641
C -1.9697 2.4629 -0.5171
C -0.1517 1.1474 0.7798
N -0.0320 1.7553 -1.6978
O 0.4511 3.0742 -1.6385
H 2.6860 1.4133 -0.9613
H 1.8832 -0.1823 -0.5221
H 2.8765 0.0049 -1.8245
H 2.0838 0.6979 -4.1295
H 0.6968 1.7065 -4.3369
H 1.9754 2.4553 -3.4633
H -0.4273 -0.1736 -3.6208
H 0.8408 -1.0423 -3.1406
H -1.1464 -1.8724 -1.8617
H 0.0836 -1.4499 -0.8300
H -2.0185 -0.4824 -0.2426
H -2.4006 0.2426 -1.6382
H -2.8292 2.2202 0.1077
H -2.3049 2.5955 -1.5458
H -1.6190 3.4419 -0.1906
H 0.8728 1.5195 0.7817
H 0.0599 0.1158 1.0612
H -0.5981 1.7565 1.5658
H -0.0227 3.4301 -2.3938
C -2.0285 -4.1978 -0.4016
C -1.5476 -5.5458 -0.9806
C -0.1299 -5.8843 -0.4153
C -2.5096 -6.7156 -0.5300
C -2.2990 -8.0646 -1.2403
C -2.3308 -7.8979 -2.7610
C -1.5639 -6.7410 -3.3576
C -0.1597 -7.2480 -3.4124
C -2.0587 -6.4990 -4.8109
N -1.6833 -5.5175 -2.5084
O -0.9621 -4.4813 -3.1038
H -2.2159 -4.3041 0.6669
H -1.3090 -3.4032 -0.5991
H -3.0557 -3.9818 -0.6955
H 0.6673 -5.2174 -0.7438
H -0.1725 -5.9505 0.6719
H 0.1126 -6.9114 -0.6879
H -2.2198 -6.8840 0.5072
H -3.5792 -6.5072 -0.5018
H -1.3306 -8.4927 -0.9812
H -3.1036 -8.7657 -1.0187
H -3.3290 -7.5477 -3.0235
H -2.2470 -8.8762 -3.2343
H 0.4409 -6.4077 -3.0642
H 0.0595 -7.3852 -4.4713
H 0.1096 -8.0894 -2.7739
H -2.6454 -7.3764 -5.0831
H -1.2518 -6.3236 -5.5224
H -2.7784 -5.6840 -4.8882
H -1.4750 -3.6849 -2.9479
C 2.1820 3.8622 2.5194
O 2.7365 3.4305 3.7703
C 4.1359 3.5076 4.0254
C 4.4082 2.7183 5.2837
C 4.2546 1.2347 5.0950
N 3.5133 3.2307 6.3574
H 2.5877 3.2781 1.6934
H 2.3081 4.9276 2.3266
H 1.1069 3.6869 2.5585
H 4.6129 3.0226 3.1738
H 4.3905 4.5495 4.2201
H 5.4406 2.8231 5.6172
H 5.0536 0.7963 4.4971
H 3.3685 1.1107 4.4724
H 4.0261 0.7473 6.0427
H 3.3672 2.4900 7.0283
H 2.6253 3.3014 5.8814
O 0.2655 5.9720 3.7054
C -0.6727 6.0787 2.6016
C 0.0760 7.0341 1.7040
O 0.1000 8.3436 2.3605
H 0.5710 6.8576 3.9149
H -0.8133 5.1514 2.0462
H -1.6701 6.4849 2.7697
H -0.2427 6.9431 0.6656
H 1.0911 6.6403 1.6516
H 0.7185 8.8652 1.8439
O 1.0485 0.9334 6.2199
C 0.8095 0.2120 5.0340
C -0.6432 -0.2351 4.8813
O -1.4803 0.8843 5.0364
H 0.9364 1.8492 5.9547
H 1.0319 0.7845 4.1335
H 1.5858 -0.5526 5.0029
H -0.9979 -1.0499 5.5124
H -0.6838 -0.5526 3.8394
H -1.0963 1.4285 5.7278
O 5.1990 -5.5723 -3.1317
C 4.9743 -4.2825 -2.4569
C 3.4618 -3.8941 -2.3497
O 3.0218 -4.7624 -1.3493
H 4.7497 -6.2689 -2.6473
H 5.5001 -4.3199 -1.5029
H 5.4764 -3.5833 -3.1256
H 2.9537 -4.1743 -3.2724
H 3.4209 -2.8484 -2.0450
H 2.9163 -5.6441 -1.7140
O -1.6650 3.8979 -5.9503
C -2.2553 5.0611 -5.3412
C -1.1175 6.0197 -4.7852
O -0.2219 5.2790 -3.9209
H -0.9066 4.0618 -6.5155
H -2.9226 5.4780 -6.0955
H -2.9356 4.9082 -4.5034
H -1.5714 6.8344 -4.2210
H -0.7245 6.4919 -5.6856
H -0.0422 4.5190 -4.4793
O -4.8544 4.8472 3.9965
C -4.3603 3.5108 4.0959
C -3.6361 3.0900 2.7557
O -4.2867 3.6496 1.5886
H -5.4073 4.9657 3.2207
H -3.6426 3.4659 4.9150
H -5.0869 2.7516 4.3854
H -3.6281 2.0024 2.6844
H -2.6537 3.5479 2.6396
H -3.9952 2.9218 1.0345


(6)
# C4H6O2

A structure of composition C4H6O2 (the ωB97M-V functional and the def2-TZVPD basis, the OMol25 dataset).

**F_max**: 0.7 eV Å⁻¹
**Spin multiplicity**: 1
**E_tot**: -306.4080 hartree
**HOMO energy**: -8.278 eV
**Energy above the lowest of the compared OMol25 structures with the same formula, charge and spin**: 61.66 kcal per mole
**Orbital gap**: 8.98 eV

Element x y z (Å)
O -1.9066 0.2294 0.4243
C -1.0434 -0.4686 -0.2878
C -0.0034 0.0989 -1.1204
C 0.9509 -0.4088 -0.0844
C 1.0513 0.2161 1.1842
O 0.2362 1.0313 1.6321
H -1.6319 1.1637 0.4712
H -1.2616 -1.5258 -0.2550
H 0.0894 -0.4763 -2.0385
H -0.0298 1.1799 -1.2772
H 1.7454 -1.0831 -0.4164
H 1.9328 -0.0867 1.7932